Formula: C3H7N4
Source: the Open Molecules 2025 dataset
Level of theory: wB97M-V/def2-TZVPD

```
14
Properties=species:S:1:pos:R:3:forces:R:3:mulliken_charge:R:1
C -1.344 2.156 -0.307 -1.1 1.3 -0.4 0.271
C 1.953 -2.828 0.119 -0.4 1.5 1.2 -0.414
C 0.836 -2.346 -0.402 -0.5 -0.6 -0.1 -0.518
N -1.018 -0.891 1.398 -0.9 0.7 0.1 -0.380
N -1.148 0.129 0.968 0.1 -2.0 -0.3 0.598
N -0.865 1.230 0.500 1.0 2.0 -0.3 -0.172
N -0.629 3.261 -0.390 0.0 -3.0 1.2 -0.207
H -2.277 2.236 -0.889 0.2 -1.0 0.4 0.380
H 2.660 -2.001 0.355 0.2 -1.5 0.1 0.232
H 1.922 -3.846 0.572 0.8 0.9 -0.9 0.259
H 0.041 -3.008 -0.617 -0.9 -0.8 -0.1 0.276
H 0.543 -1.329 -0.602 0.9 0.4 -0.4 0.171
H -0.861 4.074 -0.883 -0.4 1.1 -0.9 0.239
H 0.185 3.162 0.179 1.0 0.9 0.2 0.265
```
Forces are in eV/Å.

Properties
HOMO level in Eh: -0.4800
Orbital gap in eV: 7.4
E_LUMO in eV: -5.62
Spin multiplicity: 1
Charge: +1

Formula: C4H9N2O
Source: the Open Molecules 2025 dataset
Level of theory: wB97M-V/def2-TZVPD

```
16
Properties=species:S:1:pos:R:3:forces:R:3:mulliken_charge:R:1
C 1.805 -0.953 -2.979 0.5 1.4 0.5 -0.678
C 1.636 -0.005 -2.093 2.6 2.1 -0.9 0.265
C -1.919 -0.442 2.043 0.6 0.0 0.0 -0.602
C 0.251 1.014 -0.509 3.2 -1.9 -0.9 -0.056
N -1.241 1.647 2.554 -0.4 -0.9 2.3 -0.718
N -1.507 0.903 1.639 0.3 -0.7 -1.0 0.264
O 0.535 -0.020 -1.259 -1.0 3.0 2.1 -0.093
H 2.533 -0.766 -3.711 1.2 0.0 -0.7 0.246
H 1.310 -1.844 -3.019 -1.7 -2.0 -0.1 0.318
H 2.413 0.879 -2.066 -2.2 -1.5 0.4 0.210
H -1.280 -1.203 1.396 -1.6 1.3 1.6 0.209
H -2.980 -0.372 1.722 0.5 -1.0 0.3 0.284
H -1.804 -0.469 3.179 -0.2 -0.6 -1.6 0.349
H 1.067 1.836 -0.336 -1.6 -1.3 -0.9 0.253
H -0.603 0.873 0.170 -0.7 0.5 -0.2 0.522
H -1.012 2.554 2.242 0.5 1.7 -0.9 0.227
```
Forces are in eV/Å.

Properties
HOMO level in Eh: -0.4825
Orbital gap in eV: 6.6
E_LUMO in eV: -6.50
Spin multiplicity: 1
Charge: +1

Formula: H10O5
Source: the Open Molecules 2025 dataset
Level of theory: wB97M-V/def2-TZVPD

```
15
Properties=species:S:1:pos:R:3:forces:R:3:mulliken_charge:R:1
H -1.093 -0.787 0.904 1.0 -1.4 -0.5 0.427
H -0.819 -2.406 0.788 1.0 2.5 -0.2 0.314
H -1.741 1.086 0.383 0.2 0.2 0.1 0.396
H -2.247 1.019 1.857 0.0 -0.2 -0.6 0.334
H 0.015 2.425 -1.106 -0.4 -2.6 2.3 0.307
H 0.691 1.285 -0.038 -1.0 0.6 -0.7 0.442
H 1.977 -0.179 -0.453 -0.1 -0.2 0.8 0.440
H 1.463 -0.439 1.007 0.7 0.7 -0.9 0.352
H 0.459 -0.121 -1.826 0.9 -1.2 -0.1 0.367
H 0.381 -1.418 -1.093 0.3 -0.1 0.1 0.404
O -0.375 -1.488 0.665 -2.3 -1.3 0.8 -0.740
O -2.291 0.566 0.996 0.0 -0.1 0.6 -0.733
O -0.185 1.627 -0.456 1.5 2.0 -1.6 -0.765
O 1.983 0.208 0.460 -0.5 -0.4 0.4 -0.793
O 0.982 -0.971 -1.718 -1.3 1.4 -0.4 -0.752
```
Forces are in eV/Å.

Properties
SMILES: O.O.O.O.O
HOMO level in Eh: -0.4069
Orbital gap in eV: 11.6
E_LUMO in eV: 0.50
Spin multiplicity: 1
Charge: 0

Formula: C2H7O3P
Source: the Open Molecules 2025 dataset
Level of theory: wB97M-V/def2-TZVPD

```
13
Properties=species:S:1:pos:R:3:forces:R:3:mulliken_charge:R:1
C -0.956 0.201 0.274 1.3 -1.1 1.7 -0.433
C -1.336 -0.888 -0.661 -0.4 0.6 -0.1 -0.734
O 3.138 0.874 -0.294 0.0 1.5 1.7 -0.545
O 1.860 -0.098 1.553 1.7 0.6 -1.0 -0.542
O 1.799 -1.108 -0.815 -0.5 -0.5 -0.5 -0.464
P 1.601 0.258 -0.021 0.3 0.3 1.5 0.671
H -1.113 1.156 -0.173 -0.5 1.0 -0.5 0.182
H -0.538 -1.615 -0.766 -0.4 -0.6 0.4 0.187
H -1.477 -0.422 -1.581 -0.1 0.3 -2.3 0.313
H -2.357 -1.288 -0.485 0.8 -0.2 0.7 0.355
H 3.489 1.541 0.412 -1.3 -1.9 -1.8 0.328
H 1.232 -0.458 2.157 -1.3 -0.2 0.0 0.359
H 2.638 -1.417 -1.161 0.5 0.2 0.2 0.323
```
Forces are in eV/Å.

Properties
HOMO level (spin up / spin down) in Eh: -0.2850 / -0.2851
Orbital gap (spin up / spin down) in eV: 7.7 / 7.7
E_LUMO (spin up / spin down) in eV: -0.07 / -0.07
Spin multiplicity: 1
Charge: 0

Formula: C29H31Ge2N4O11Pt
Source: the Open Molecules 2025 dataset
Level of theory: wB97M-V/def2-TZVPD

```
78
Properties=species:S:1:pos:R:3:forces:R:3:mulliken_charge:R:1
Pt 0.858 -0.489 1.280 -1.0 0.0 -1.1 1.844
O 2.653 -2.105 4.398 0.0 0.0 0.0 -0.588
C 2.014 -1.825 3.431 0.1 0.3 -0.1 0.165
O 2.072 -0.630 2.819 0.1 0.0 0.1 -0.767
C 1.040 -2.783 2.790 0.0 -0.1 0.0 0.289
C 0.620 -3.991 3.309 0.0 0.0 0.0 -0.497
C -0.367 -4.696 2.630 0.0 0.1 0.0 -0.755
C -0.917 -4.179 1.460 0.0 0.0 0.0 -0.777
C -0.450 -2.966 0.998 0.0 0.0 0.0 0.378
N 0.516 -2.333 1.651 0.0 -0.6 0.2 1.148
C -0.982 -2.262 -0.212 0.1 0.0 0.0 -0.193
O -1.729 -2.798 -0.968 0.0 0.1 0.0 -0.549
O -0.493 -0.994 -0.381 -0.2 -0.2 0.4 -1.041
H 1.058 -4.332 4.237 0.0 0.0 0.0 0.582
H -0.728 -5.637 3.021 0.0 0.0 0.0 0.500
H -1.704 -4.679 0.914 0.0 0.0 0.0 0.636
C 1.557 -3.531 -2.234 0.0 -0.1 0.0 -1.026
C 2.411 -2.989 -1.090 -0.3 -0.1 0.2 -0.845
Ge 2.238 -1.080 -0.718 1.0 0.3 0.2 0.873
C 4.002 -0.383 -0.228 -0.1 -0.1 0.0 -0.808
C 4.083 0.976 0.459 0.0 0.0 -0.1 -1.015
C 1.642 -0.129 -2.293 -0.3 0.2 0.1 -1.235
C 0.499 0.364 -2.784 0.2 -0.1 -0.1 1.227
Ge -1.190 0.203 -1.804 0.1 0.3 -0.1 0.362
C -1.567 1.793 -0.762 -0.1 0.0 0.1 -0.102
C -1.993 3.023 -1.574 0.0 0.0 0.0 -1.321
C -2.782 -0.690 -2.477 0.0 -0.1 -0.1 -0.656
C -3.720 0.132 -3.364 0.0 0.0 0.0 -1.187
C 0.455 1.149 -4.052 0.0 0.0 0.1 0.931
C 1.592 1.401 -4.824 0.0 0.0 -0.1 -0.404
C 1.511 2.151 -5.982 0.0 0.0 0.0 -0.882
C 0.294 2.681 -6.396 0.0 0.0 0.0 -0.496
C -0.842 2.451 -5.639 0.0 0.0 0.0 -1.383
C -0.752 1.691 -4.482 0.0 0.0 0.0 0.083
H 1.798 -4.579 -2.420 0.0 0.0 0.0 0.426
H 1.738 -2.983 -3.159 0.0 0.0 0.0 0.290
H 0.488 -3.479 -2.027 0.0 0.0 0.0 0.189
H 3.475 -3.054 -1.334 0.0 -0.1 0.0 0.637
H 2.275 -3.571 -0.175 0.0 0.0 0.0 0.427
H 4.531 -0.366 -1.188 0.1 0.0 0.1 0.511
H 4.464 -1.157 0.390 0.1 0.0 -0.1 0.382
H 3.647 1.768 -0.151 0.0 0.0 0.0 0.287
H 5.122 1.243 0.653 0.0 0.0 0.0 0.420
H 3.572 0.971 1.420 0.0 0.0 0.0 0.125
H 2.549 0.053 -2.873 0.0 0.0 0.0 0.096
H -0.662 2.019 -0.209 0.1 0.0 0.1 0.110
H -2.332 1.518 -0.032 0.0 0.0 0.0 0.425
H -1.234 3.313 -2.301 0.0 0.0 0.0 0.373
H -2.148 3.872 -0.909 0.0 0.0 0.0 0.443
H -2.927 2.861 -2.113 0.0 0.0 0.0 0.239
H -3.303 -0.967 -1.557 0.0 -0.1 0.0 0.417
H -2.493 -1.618 -2.962 0.0 0.0 0.0 0.486
H -4.003 1.081 -2.910 0.0 0.0 0.0 0.274
H -4.638 -0.433 -3.527 0.0 0.0 0.0 0.445
H -3.295 0.331 -4.346 0.0 0.0 0.0 0.350
H 2.557 1.012 -4.528 0.0 0.0 0.0 0.411
H 2.404 2.328 -6.567 0.0 0.0 0.0 0.415
H 0.237 3.272 -7.299 0.0 0.0 0.0 0.413
H -1.795 2.862 -5.943 0.0 0.0 0.0 0.433
H -1.655 1.538 -3.904 0.0 0.0 0.0 0.296
O -0.651 4.488 6.459 -0.1 0.1 0.0 -0.613
N -1.338 3.492 6.500 0.3 -0.2 0.1 1.049
O -2.094 3.185 7.394 -0.1 0.0 0.0 -0.609
C -1.211 2.545 5.381 0.0 0.1 0.0 -0.880
C -2.016 1.405 5.361 0.0 -0.1 0.0 -0.395
C -1.910 0.537 4.314 -0.2 0.2 0.0 -0.383
C -1.091 0.784 3.166 0.1 0.0 -0.3 0.857
O -1.168 0.078 2.124 -0.1 0.2 0.5 -0.413
C -0.197 1.907 3.327 0.3 0.0 -0.1 0.053
C -0.278 2.781 4.415 0.0 0.0 0.1 -0.182
N 0.874 2.177 2.413 -0.3 0.0 0.1 0.816
O 1.679 3.020 2.659 0.0 0.1 -0.1 -0.582
O 0.958 1.574 1.267 0.3 0.0 0.0 -0.696
N -2.673 -0.721 4.400 0.5 -0.1 0.6 0.896
O -2.195 -1.705 3.867 0.0 0.0 -0.2 -0.481
O -3.642 -0.729 5.122 -0.3 0.1 -0.2 -0.611
H -2.697 1.200 6.176 0.0 0.0 0.0 0.651
H 0.380 3.635 4.491 0.0 0.0 0.0 0.712
```
Forces are in eV/Å.

Properties
HOMO level in Eh: -0.4267
Orbital gap in eV: 6.9
E_LUMO in eV: -4.70
Spin multiplicity: 1
Charge: +1

Formula: C4H7NO
Source: the Open Molecules 2025 dataset
Level of theory: wB97M-V/def2-TZVPD

```
13
Properties=species:S:1:pos:R:3:forces:R:3:mulliken_charge:R:1
C 1.440 -0.480 -0.182 -2.0 0.2 -2.1 -1.079
C 0.131 0.399 -0.385 1.5 1.3 -0.4 0.731
C 0.320 1.629 -1.033 0.4 -3.4 0.8 -0.844
C -1.419 -1.060 1.221 -3.6 2.7 -2.0 0.022
H 2.250 -0.128 -0.954 -1.8 -1.3 1.2 0.314
H 0.969 -1.509 -0.248 1.6 0.7 -0.5 0.260
H 1.917 -0.405 0.760 0.1 0.3 1.2 0.270
H 1.384 1.842 -1.474 -2.4 -0.2 1.1 0.184
H -0.547 2.219 -1.283 0.1 0.4 -0.1 0.306
H -1.999 0.609 0.450 2.9 -2.6 -2.6 0.315
H -0.794 -1.821 1.233 3.5 -3.7 0.8 0.353
N -1.190 -0.244 0.030 -2.0 4.9 3.4 -0.348
O -2.460 -1.051 1.866 1.8 0.8 -0.9 -0.484
```
Forces are in eV/Å.

Properties
SMILES: C=C(C)NC=O
HOMO level in Eh: -0.3369
Orbital gap in eV: 10.0
E_LUMO in eV: 0.85
Spin multiplicity: 1
Charge: 0